{"formula": "C12H27Cl2InN2OP2", "method": "wB97M-V/def2-TZVPD", "e_homo_ev": -13.66, "total_charge": 2, "spin_multiplicity": 1, "species": ["C", "C", "H", "H", "H", "O", "Cl", "In", "P", "C", "C", "H", "H", "H", "H", "H", "H", "C", "H", "H", "H", "P", "C", "C", "H", "H", "H", "C", "H", "H", "H", "H", "H", "H", "Cl", "C", "N", "C", "C", "N", "C", "H", "H", "H", "H", "H", "H"], "coordinates": [[1.21203, 0.13529, -3.49615], [1.21202, 0.47658, -2.02460], [2.24923, 0.18444, -3.85928], [0.62087, 0.83753, -4.09521], [0.83299, -0.88855, -3.64377], [2.02292, -0.02092, -1.23959], [-3.68660, -0.52071, -2.36899], [-1.44985, -0.33041, -1.75755], [0.18695, 2.03585, -1.44600], [1.18155, 2.38036, 0.02976], [0.60039, 3.15627, -2.81592], [0.33001, 4.17869, -2.51578], [-1.49488, 3.75991, -1.19697], [0.01712, 2.89557, -3.71195], [-2.32553, 2.20295, -1.45052], [2.19055, 2.67433, -0.29594], [1.67390, 3.11746, -3.04280], [-1.47691, 2.68952, -0.93378], [0.72514, 3.19309, 0.61392], [-1.61272, 2.57486, 0.15017], [1.24624, 1.46642, 0.64224], [-0.14858, -2.51907, -1.07442], [1.12855, -2.37451, 0.22066], [-1.40740, -3.61213, -0.33105], [0.15016, -3.36443, -3.32215], [0.55874, -4.59170, -2.06957], [1.70333, -3.25854, -2.43969], [0.64458, -3.53434, -2.35585], [-2.40133, -3.29252, -0.67075], [-1.21346, -4.64247, -0.65773], [1.00991, -3.20050, 0.93507], [1.05340, -1.42160, 0.76632], [-1.36428, -3.53212, 0.76293], [2.12004, -2.43093, -0.24073], [-1.69092, -0.21121, 0.67266], [-1.13451, 1.74019, 4.84576], [-0.43625, 0.71547, 4.08776], [-0.57412, -0.64764, 4.25067], [0.26525, -1.23643, 3.32305], [0.90037, -0.23973, 2.61769], [0.51296, 0.92232, 3.11245], [-2.15751, 1.40808, 5.06355], [-0.62437, 1.94206, 5.79937], [-1.16013, 2.66044, 4.25070], [-1.23852, -1.10647, 4.95519], [0.41255, -2.28759, 3.12608], [0.83609, 1.91686, 2.83072]], "atomic_forces_ev_per_a": [[-0.1475, 0.3693, -0.2842], [3.0836, -2.7823, 1.1728], [-0.2318, -0.1731, 0.1346], [0.0178, -0.2559, 0.1286], [0.2456, 0.2491, 0.0463], [-3.0532, 2.2239, -2.1148], [0.8200, 0.3664, -0.3849], [-1.6084, -2.1611, 2.0024], [0.8791, 2.7246, 1.4331], [0.2649, 0.1310, -0.1015], [0.1462, -0.0500, -0.1272], [0.1403, -0.3054, -0.0366], [0.3151, -0.4016, -0.1228], [0.1693, 0.1498, 0.2442], [0.1931, 0.3793, 0.2627], [-0.2401, -0.1426, 0.1899], [-0.2603, -0.0022, -0.0207], [-1.0540, -0.6916, -0.2653], [0.1022, -0.2520, -0.3154], [0.1877, -0.2985, -0.3869], [-0.0631, 0.1526, -0.1830], [0.7259, -1.0872, 0.5318], [0.1522, 0.6465, -0.1969], [-0.6499, 0.4843, -0.1966], [0.1547, -0.3315, 0.1626], [0.0777, 0.3162, -0.1218], [-0.2540, -0.0968, -0.0311], [-0.0705, 0.3995, -0.5427], [0.0957, -0.3359, 0.1832], [-0.0597, 0.3138, 0.1150], [-0.1076, 0.1390, -0.3213], [0.0011, -0.2681, 0.0546], [-0.0293, 0.0587, -0.3497], [-0.2109, -0.0025, 0.0927], [0.2408, 0.3814, -0.8757], [0.0019, 0.1953, 0.3866], [0.4630, -0.3528, -0.1473], [0.6043, 0.0919, -0.9310], [-0.5531, 1.3875, 0.3766], [0.7177, 0.3350, -0.2529], [-1.1611, -1.4471, 0.7258], [0.3006, 0.1455, -0.1599], [-0.1489, -0.0523, -0.3302], [-0.0757, -0.2214, 0.2102], [-0.1623, 0.1592, 0.2231], [0.0651, 0.1327, 0.0582], [-0.0241, -0.2207, 0.0654]]}

{"formula": "C12H27ClFeIN2P2", "method": "wB97M-V/def2-TZVPD", "s_squared": 8.77, "e_homo_ev": [-14.40, -14.96], "total_charge": 2, "spin_multiplicity": 6, "species": ["C", "I", "H", "H", "H", "Fe", "P", "C", "C", "H", "H", "H", "H", "H", "H", "C", "H", "H", "H", "P", "C", "C", "H", "H", "H", "C", "H", "H", "H", "H", "H", "H", "Cl", "N", "C", "C", "C", "N", "C", "C", "H", "H", "H", "H", "H", "H"], "coordinates": [[-1.27378, -0.06452, -4.74482], [-1.50816, -0.22754, -2.54345], [-0.20939, -0.00550, -4.96940], [-1.82567, 0.83101, -5.04629], [-1.72990, -0.97739, -5.12834], [0.56967, -0.09645, -0.64856], [0.28774, 2.24313, -0.87826], [-1.44524, 2.74564, -0.71693], [1.23807, 3.20641, 0.32806], [1.23299, 4.26930, 0.04026], [0.81493, 3.86707, -2.58054], [2.26720, 2.82377, 0.33942], [1.89914, 2.43122, -2.62229], [-1.82737, 2.43853, 0.26473], [0.79405, 3.08050, 1.32455], [0.86111, 2.77021, -2.51282], [-1.52494, 3.83396, -0.81571], [0.24715, 2.31062, -3.30170], [-2.05181, 2.25203, -1.48904], [0.28705, -2.43427, -0.53303], [-1.44304, -2.91238, -0.27816], [0.84549, -3.18656, -2.08059], [2.28059, -2.82775, 0.73132], [1.25358, -4.30857, 0.64650], [0.81494, -2.95129, 1.75543], [1.25489, -3.21607, 0.78482], [1.87041, -2.84048, -2.26526], [0.83850, -4.28077, -1.96891], [-1.52451, -4.00230, -0.20102], [-2.05864, -2.54733, -1.11332], [0.20503, -2.87830, -2.91740], [-1.81901, -2.45438, 0.64575], [2.74347, -0.09442, -0.85940], [-0.53495, 0.44010, 5.35627], [-0.30927, 0.31424, 4.02743], [1.00615, 0.23260, 3.52774], [1.21483, 0.10542, 2.17351], [0.18157, 0.05145, 1.26974], [-1.09806, 0.12551, 1.74863], [-1.36711, 0.25708, 3.09293], [0.22874, 0.47425, 6.01549], [-1.46439, 0.50126, 5.74298], [1.86551, 0.26603, 4.20033], [2.21482, 0.04318, 1.75526], [-1.90239, 0.07437, 1.01463], [-2.39999, 0.31734, 3.42950]], "atomic_forces_ev_per_a": [[-0.0787, 0.0543, 0.1670], [-0.4614, -0.1660, -1.5151], [-0.1805, -0.0027, 0.1814], [0.1825, -0.2673, 0.2383], [0.0926, 0.1733, 0.1517], [1.4929, 0.1357, -0.1544], [-0.3844, 0.6828, -0.4296], [-0.1738, 0.2712, -0.0001], [0.0426, -0.0517, 0.0228], [0.0144, -0.3420, 0.1757], [0.0248, -0.3257, -0.1410], [-0.2069, 0.2032, 0.0252], [-0.1996, 0.1635, -0.0677], [0.0870, 0.1878, -0.1556], [0.1393, 0.1015, -0.2273], [0.0410, 0.1752, -0.0410], [-0.1191, -0.1669, 0.0522], [0.2001, 0.2401, 0.2500], [0.2198, 0.4233, 0.2976], [-0.4692, -0.8312, -0.3762], [-0.1813, -0.1782, 0.0445], [0.1020, -0.2411, 0.0128], [-0.1996, -0.2139, 0.0698], [0.0115, 0.3715, 0.1291], [0.1598, -0.1507, -0.1937], [0.0305, 0.1148, 0.0185], [-0.1888, -0.1690, -0.0287], [0.0006, 0.2904, -0.2161], [-0.1104, 0.1774, -0.0081], [0.2148, -0.3623, 0.3228], [0.1711, -0.1746, 0.2511], [0.0995, -0.2017, -0.1238], [-0.1808, -0.0224, -0.1359], [0.0949, -0.0660, -0.7308], [-0.0806, 0.0860, 1.0154], [0.4716, -0.0731, -0.4949], [-0.7706, 0.0481, 0.2291], [-0.1558, 0.1253, 1.6146], [0.7326, 0.0338, 0.6519], [-0.3850, -0.0319, -0.5504], [-0.0654, -0.0076, -0.1546], [0.0599, -0.0181, -0.1536], [-0.2860, -0.0013, -0.2141], [-0.1484, 0.0128, 0.1024], [0.1390, 0.0188, 0.1682], [0.2013, -0.0253, -0.0790]]}

The calculation returns the following ΔE to the lowest compared entry with this formula, charge and spin values, one per record and in order: 30.3 0.0 kcal/mol.
The calculation returns the following E values, one per record and in order: -2450.83076 -3286.77682 a.u..